105
Properties=species:S:1:pos:R:3:forces:R:3:mulliken_charge:R:1 method="wB97M-V/def2-TZVPD" max_force_ha_per_bohr=0.0425 e_tot_ha=-4577.872451 mol_weight_g_mol=826.0 homo_energy_ev=-8.40 lumo_ev=0.2 orbital_gap_ha=0.3171
C 1.00266 0.48907 0.65499 0.017 -0.823 0.239 -1.358
C 0.75849 -0.86326 -0.04913 -1.156 0.249 0.476 0.567
O -0.38474 -1.42265 0.64797 1.223 -1.047 -1.257 -0.328
C 0.33300 -0.71061 -1.54523 0.152 -0.960 0.230 -0.801
N 1.40467 -0.78085 -2.55172 -0.094 0.555 0.719 0.302
C 2.72038 -0.33631 -2.09251 0.340 -0.292 -1.581 -0.297
C 3.66225 -0.23475 -3.35017 -0.468 0.939 0.765 -0.718
O 4.75760 -1.15523 -3.35268 -0.521 -0.252 -0.113 -0.433
C 4.35659 -2.49505 -3.36282 0.565 0.015 -0.098 0.220
O 5.57303 -3.25791 -3.41613 -0.269 0.391 0.960 -0.342
C 5.60742 -4.17335 -2.38716 1.073 0.511 0.083 0.406
O 4.87363 -5.08485 -2.29326 -1.202 -1.020 0.058 -0.395
P 3.34309 -3.03614 -4.86644 -0.300 -1.915 -0.751 0.616
O 3.85697 -4.29645 -5.46579 0.190 0.452 0.169 -0.708
H 1.98339 0.91286 0.41665 -0.461 -0.007 -0.143 0.622
H 0.17514 1.19493 0.46162 0.470 -0.255 -0.211 0.203
H 0.99122 0.33120 1.74631 0.092 -0.108 -0.504 0.327
H 1.58963 -1.57189 0.12072 0.012 0.483 -0.437 0.197
H -0.43716 -2.36184 0.41497 0.081 0.236 -0.001 0.219
H -0.28955 0.20256 -1.62525 0.467 -0.191 -0.093 0.067
H -0.35259 -1.55999 -1.74761 0.269 0.433 0.027 0.241
H 1.43576 -1.68071 -3.01406 -0.026 0.090 0.158 -0.086
H 2.60585 0.67979 -1.69271 0.128 -0.488 0.228 0.371
H 3.21623 -1.03136 -1.38392 -0.235 0.615 0.127 0.254
H 3.02519 -0.27601 -4.25452 0.359 -0.316 0.227 0.316
H 4.11652 0.77053 -3.33763 0.074 -0.573 -0.144 0.331
H 3.85602 -2.80668 -2.42094 -0.297 0.384 -0.546 0.254
H 6.36876 -4.01861 -1.59088 0.177 0.427 -0.782 0.126
H 2.03239 -3.30921 -4.36670 0.263 0.786 0.071 -0.055
H 3.21933 -2.02983 -5.85442 -0.007 0.328 0.657 0.067
C -3.38421 -0.48295 -5.18617 -0.040 -0.096 -0.035 -0.669
C -3.10970 -1.72941 -4.33728 -0.026 0.065 0.089 -0.337
C -2.04789 -2.55840 -5.06884 -0.301 -0.207 0.305 -0.650
S -1.07421 -1.39298 -6.02532 -0.131 0.147 0.172 0.988
O -1.27823 -1.66156 -7.42574 0.206 -0.019 0.025 -0.685
O 0.24457 -1.28986 -5.45179 0.185 -0.171 -0.301 -0.481
C -2.01485 0.05984 -5.58080 -0.309 0.250 0.124 -0.654
H -3.96562 0.25899 -4.63913 0.021 -0.012 -0.021 0.363
H -3.94757 -0.76165 -6.08047 0.023 0.044 0.005 0.304
H -2.72985 -1.42586 -3.35819 0.006 0.009 -0.037 0.038
H -4.01580 -2.31178 -4.17004 0.041 -0.002 -0.002 0.362
H -1.39583 -3.08469 -4.37444 0.105 -0.003 -0.153 0.320
H -2.49878 -3.26639 -5.76281 0.103 0.061 -0.081 0.394
H -2.04916 0.74767 -6.42316 0.153 -0.089 -0.049 0.404
H -1.51737 0.52988 -4.73127 0.071 -0.056 -0.040 0.315
C 8.49861 -2.22179 2.00243 0.017 -0.070 0.028 -0.654
C 7.83466 -3.49576 1.46845 0.045 0.014 -0.051 -0.267
C 6.77334 -3.92361 2.48817 0.200 -0.327 -0.292 -0.655
S 6.23548 -2.42198 3.31156 -0.008 0.093 -0.235 1.113
O 6.62555 -2.49161 4.69723 -0.182 0.025 0.009 -0.671
O 4.88428 -2.11759 2.91498 -0.019 -0.023 0.275 -0.594
C 7.35700 -1.32004 2.46001 0.350 0.118 -0.183 -0.730
H 9.11185 -1.73600 1.24369 -0.013 -0.004 0.030 0.345
H 9.14271 -2.46903 2.85005 -0.016 0.044 -0.010 0.323
H 7.35753 -3.28139 0.50877 0.009 0.030 0.036 -0.075
H 8.56190 -4.29038 1.30173 -0.042 0.008 -0.004 0.378
H 5.91749 -4.39496 2.00932 -0.079 0.053 0.167 0.350
H 7.18876 -4.58993 3.24285 -0.063 0.098 0.075 0.352
H 7.67646 -0.52751 3.13344 -0.155 -0.038 0.079 0.414
H 6.82323 -0.89713 1.60823 -0.058 -0.015 0.062 0.349
C 0.93858 2.63825 5.09305 0.124 -0.027 0.002 -0.643
C 2.05719 3.61954 5.46504 -0.073 -0.001 0.071 -0.631
C 2.90874 3.84138 4.20996 0.209 0.070 0.439 -0.696
S 1.81427 3.58123 2.81127 -0.288 0.123 0.255 1.103
O 2.25860 2.41537 2.08899 0.263 0.565 0.079 -0.540
O 1.57258 4.84074 2.15133 0.152 -0.152 -0.239 -0.738
C 0.37202 3.13597 3.76798 -0.209 -0.225 0.250 -0.154
H 0.16898 2.59087 5.86323 0.007 -0.010 -0.035 0.389
H 1.35421 1.63496 4.96824 -0.051 0.010 -0.017 0.300
H 1.61791 4.56793 5.78447 0.002 -0.024 -0.028 0.293
H 2.66403 3.24622 6.29013 0.001 0.025 -0.032 0.343
H 3.31179 4.85105 4.16588 0.006 -0.048 -0.180 0.333
H 3.71818 3.11567 4.14174 -0.067 -0.017 -0.123 0.362
H -0.20705 2.38249 3.23487 0.042 0.088 -0.136 -0.087
H -0.22442 4.03783 3.90785 0.034 0.002 -0.083 0.335
C -5.10421 -0.84254 3.49996 -0.075 0.062 -0.032 -0.547
C -5.18316 -1.20705 2.01346 -0.016 -0.093 0.032 -0.655
C -4.26738 -0.24144 1.25605 -0.290 -0.096 -0.144 0.107
S -2.98195 0.24320 2.40668 0.076 -0.386 -0.028 1.089
O -3.11803 1.65817 2.68298 0.201 0.003 -0.040 -0.707
O -1.72379 -0.33548 1.99280 -1.186 1.349 1.250 -0.629
C -3.62004 -0.67154 3.80625 -0.330 -0.103 0.280 -0.821
H -5.55721 -1.60874 4.12970 0.016 0.028 -0.002 0.356
H -5.63334 0.09750 3.67755 0.025 -0.016 0.004 0.266
H -4.83520 -2.23400 1.87125 0.000 0.023 0.030 0.335
H -6.20563 -1.15318 1.63849 0.042 0.044 -0.017 0.323
H -3.80958 -0.71345 0.38843 0.161 0.139 0.050 0.201
H -4.80271 0.65739 0.95300 0.181 -0.130 0.076 -0.178
H -3.42978 -0.12007 4.72502 0.123 0.060 -0.087 0.403
H -3.10906 -1.63451 3.83326 0.070 0.064 -0.053 0.396
C -8.52054 4.69993 -0.03319 0.068 0.076 0.066 -0.579
C -7.09886 5.14003 -0.40104 -0.062 0.004 -0.080 -0.620
C -6.12704 4.29348 0.42880 0.149 0.420 -0.176 -0.674
S -6.96665 2.74263 0.75398 -0.096 0.274 -0.199 1.251
O -7.20793 2.63511 2.17027 0.108 -0.282 -0.042 -0.708
O -6.32343 1.68366 0.00985 -0.170 -0.025 0.189 -0.753
C -8.50115 3.17542 -0.05394 -0.317 0.200 -0.139 -0.763
H -9.26031 5.09935 -0.72653 0.005 -0.023 0.029 0.352
H -8.76974 5.05671 0.96930 -0.030 -0.038 -0.024 0.290
H -6.92681 4.96128 -1.46529 -0.011 -0.007 0.032 0.303
H -6.94586 6.20361 -0.21964 0.022 -0.039 -0.002 0.323
H -5.20227 4.09373 -0.10829 0.014 -0.140 0.148 0.350
H -5.90508 4.76062 1.38707 -0.022 -0.154 0.043 0.393
H -9.33695 2.72543 0.47793 0.128 -0.119 0.052 0.397
H -8.45743 2.79568 -1.07527 0.048 -0.046 0.047 0.352